C51H116N4O5PS | ωB97M-V/def2-TZVPD

```
178
Properties=species:S:1:pos:R:3:forces:R:3:lowdin_charge:R:1
S 20.058476 22.470300 -12.734482 0.108 1.680 1.217 0.19
O 18.861176 21.760765 -12.238287 -0.353 -0.952 0.220 -0.40
O 20.712458 21.773011 -13.838493 0.275 -1.302 -1.198 -0.40
O 19.634469 23.808098 -13.184747 -0.171 0.364 -0.301 -0.39
O 21.050937 22.627826 -11.630631 0.014 -0.338 0.143 -0.40
C 24.657348 19.938868 -16.504024 -0.123 -0.605 -0.212 -0.09
C 23.804848 20.269340 -17.724202 0.509 0.597 -0.325 -0.25
C 22.667693 21.247684 -17.474877 -0.366 -0.145 0.721 -0.23
C 21.478266 20.583275 -16.697373 0.903 0.577 -0.498 -0.25
P 19.948066 21.451613 -17.059604 -0.541 -0.368 -0.959 1.02
C 18.540192 20.715824 -16.248893 0.160 -0.042 1.262 -0.26
C 18.395921 19.179080 -16.275793 -0.572 1.031 -1.004 -0.22
C 17.459001 18.706872 -15.195384 0.787 -0.819 2.259 -0.26
C 17.006783 17.248087 -15.225199 -1.353 0.277 -1.740 -0.09
C 20.033092 23.176127 -16.578577 0.271 0.340 -0.248 -0.24
C 19.156347 24.149363 -17.391113 -0.094 -0.556 0.349 -0.23
C 19.433056 25.558182 -16.950658 -0.281 2.123 -0.269 -0.26
C 19.071104 25.964869 -15.518371 0.353 -0.571 0.292 -0.09
C 19.643320 21.357223 -18.873708 1.086 0.044 1.029 -0.25
C 19.738971 19.951171 -19.461994 -1.247 -0.374 0.189 -0.25
C 19.764416 19.931080 -20.985887 0.702 -0.378 -0.382 -0.24
C 21.095488 20.367793 -21.596190 0.573 -0.348 -0.479 -0.10
H 25.310587 19.109444 -16.780119 0.041 -0.028 0.218 0.08
H 24.030167 19.606676 -15.670372 0.105 0.049 0.100 0.05
H 25.315014 20.742513 -16.173747 -0.222 0.220 -0.042 0.07
H 23.440074 19.352618 -18.193087 -0.148 -0.002 0.088 0.11
H 24.449920 20.735228 -18.474533 0.068 -0.138 -0.003 0.12
H 22.384500 21.730831 -18.410481 -0.196 -0.174 -0.027 0.10
H 23.004985 22.044865 -16.806948 0.256 0.159 -0.251 0.08
H 21.708021 20.697160 -15.637164 -0.433 -0.233 0.123 0.06
H 21.432441 19.531769 -16.980030 -0.309 -0.025 0.095 0.09
H 17.666927 21.260337 -16.616268 -0.023 -0.253 -0.137 0.09
H 18.675802 21.026645 -15.201297 -0.035 0.037 -0.007 0.08
H 19.384009 18.738574 -16.137480 -0.077 -0.255 -0.138 0.10
H 18.008398 18.937528 -17.267193 0.170 -0.443 0.020 0.11
H 16.619658 19.357096 -14.937922 -0.051 0.174 -0.637 0.10
H 18.055524 18.737728 -14.266689 0.029 0.478 -0.042 0.09
H 16.089958 17.177221 -15.827603 -0.014 0.067 0.066 0.08
H 16.695777 16.875009 -14.254369 0.495 -0.167 0.116 0.06
H 17.662378 16.599686 -15.809723 0.442 -0.122 0.662 0.08
H 21.065993 23.517046 -16.706538 0.125 -0.218 0.060 0.10
H 19.826606 23.213633 -15.502700 -0.070 0.094 -0.037 0.07
H 18.102982 23.894829 -17.232392 0.017 0.150 0.055 0.09
H 19.326536 24.089933 -18.467205 0.197 -0.210 0.038 0.11
H 18.924999 26.259678 -17.625812 -0.431 -0.354 -0.010 0.11
H 20.456445 25.900163 -17.155403 0.264 -0.676 0.135 0.11
H 18.957953 27.042558 -15.413597 -0.023 0.025 -0.169 0.08
H 19.849330 25.651464 -14.817988 -0.117 -0.028 0.048 0.04
H 18.165859 25.473038 -15.156833 -0.090 0.039 -0.144 0.06
H 20.431573 22.029805 -19.226209 -0.273 0.030 -0.570 0.08
H 18.657317 21.778433 -19.065125 0.096 0.237 -0.070 0.11
H 18.800932 19.463043 -19.176148 -0.018 -0.053 -0.016 0.10
H 20.481873 19.306314 -18.987799 0.467 0.299 -0.299 0.11
H 18.920183 20.502992 -21.375035 0.116 0.268 0.032 0.12
H 19.573014 18.915643 -21.338742 -0.024 -0.093 0.219 0.11
H 21.175355 20.166129 -22.668235 -0.667 0.460 -0.099 0.08
H 21.947694 19.745011 -21.296971 -0.217 0.090 0.772 0.07
H 21.351715 21.412601 -21.422160 -0.039 0.035 -0.007 0.07
C 16.091938 25.271142 -11.346615 0.364 -0.144 1.351 -0.05
C 16.329618 24.389539 -12.565451 0.082 0.717 -0.193 -0.14
N 15.571267 23.069271 -12.572407 -1.892 0.853 0.820 -0.23
C 15.817015 22.428376 -11.239623 0.566 -1.234 -0.656 0.00
C 14.093564 23.411056 -12.653966 -0.583 0.047 -0.952 -0.15
C 13.160702 22.205818 -12.794108 0.146 0.018 0.139 -0.04
C 15.942629 22.146780 -13.696681 0.872 -0.061 -0.480 -0.08
C 15.576886 22.609516 -15.116399 0.470 0.413 1.208 -0.18
O 16.164211 23.870973 -15.371892 -0.898 -0.177 -0.365 -0.22
C 15.524208 24.500254 -16.489871 0.948 0.923 0.293 -0.07
H 16.443620 24.833779 -10.407980 0.209 -0.044 -0.156 0.05
H 15.077223 25.587049 -11.095509 -0.193 -0.243 -0.625 0.09
H 16.633921 26.213165 -11.438997 0.174 -0.155 -0.381 0.10
H 17.376506 24.128736 -12.741520 0.114 0.114 0.266 0.11
H 16.005637 25.018507 -13.387054 -0.095 -0.602 -0.469 0.12
H 16.904227 22.317290 -11.215356 -0.026 0.128 0.568 0.07
H 15.392644 21.423503 -11.209174 0.007 0.032 -0.352 0.10
H 15.334188 22.956667 -10.425960 0.310 0.449 -0.137 0.11
H 14.011206 24.071803 -13.517928 -0.092 -0.065 -0.069 0.13
H 13.822179 24.031975 -11.806033 0.195 -0.238 0.230 0.12
H 12.116780 22.474782 -12.637064 0.128 0.309 0.272 0.10
H 13.421539 21.452079 -12.051563 -0.200 -0.134 -0.070 0.08
H 13.152363 21.755968 -13.786613 0.342 -0.031 0.045 0.08
H 15.459411 21.184242 -13.529355 -0.087 0.098 0.192 0.13
H 17.020550 21.983201 -13.614876 0.040 0.116 0.143 0.11
H 14.488256 22.649059 -15.189138 0.012 -0.015 -0.463 0.12
H 16.017884 21.879284 -15.800363 -0.510 -0.226 -0.004 0.11
H 16.013721 25.472573 -16.583565 0.131 -0.128 -0.164 0.09
H 14.475977 24.752659 -16.319991 -0.167 -0.582 0.035 0.10
H 15.706282 23.934533 -17.403302 -0.350 -0.093 -0.091 0.09
C 23.723930 25.454680 -9.419774 0.666 -0.146 0.459 -0.11
C 25.138675 25.165611 -9.921558 -0.081 0.144 0.192 -0.24
C 25.245829 25.063932 -11.437154 0.016 -1.199 0.301 -0.17
C 24.615769 23.730607 -11.908574 -0.677 1.787 0.161 -0.11
N 23.986975 23.840099 -13.270675 1.167 -2.162 -1.758 -0.23
C 22.736391 24.730290 -13.338940 1.038 0.580 -0.800 -0.05
C 23.033621 25.763924 -14.473968 0.158 -0.794 1.013 -0.10
C 23.985767 24.969588 -15.372724 -0.900 0.510 -0.752 -0.15
C 24.898309 24.314396 -14.406381 1.318 1.211 1.743 -0.10
C 23.643454 22.419301 -13.646295 -0.799 -0.002 0.893 -0.01
H 23.791981 25.429177 -8.329626 -0.321 0.125 0.001 0.08
H 22.964816 24.731050 -9.723488 0.032 0.033 -0.200 0.04
H 23.446523 26.464915 -9.722486 -0.264 -0.063 -0.017 0.09
H 25.573462 24.267999 -9.470257 -0.257 -0.117 -0.001 0.12
H 25.760596 25.972482 -9.528586 0.122 0.042 -0.317 0.12
H 26.306907 24.972038 -11.671654 -0.035 0.706 -0.377 0.12
H 24.738308 25.903798 -11.911752 0.334 0.165 -0.092 0.11
H 23.733568 23.497488 -11.309603 0.299 -0.358 0.284 0.11
H 25.369039 22.949723 -11.875759 -0.211 -0.243 -0.247 0.14
H 21.901909 24.129068 -13.681943 -0.128 -0.170 0.624 0.09
H 22.631605 25.146187 -12.344049 -0.529 0.009 -0.039 0.12
H 22.079086 26.045420 -14.909706 0.135 0.137 -0.253 0.10
H 23.551904 26.643419 -14.093565 -0.116 0.102 0.016 0.12
H 23.414941 24.227627 -15.939405 0.076 -0.026 -0.072 0.10
H 24.494680 25.605144 -16.095639 0.147 -0.082 0.059 0.14
H 25.647532 23.616422 -14.779096 -0.700 -0.745 0.073 0.14
H 25.541368 25.037917 -13.891618 -0.190 0.409 -0.426 0.13
H 23.129187 22.447758 -14.600060 -0.159 -0.226 0.102 0.08
H 23.003485 22.071504 -12.831833 -0.447 -0.060 -0.485 0.07
H 24.499912 21.748261 -13.674401 0.426 0.521 -0.164 0.10
C 16.926970 18.703931 -8.361012 0.125 -0.096 -0.254 -0.10
C 17.220120 20.032616 -7.692604 0.164 0.516 0.149 -0.25
C 18.280938 20.875205 -8.423215 -0.438 -0.420 0.107 -0.17
C 18.697156 22.060955 -7.586884 0.798 -0.126 0.567 -0.13
N 19.655058 23.005742 -8.259463 -0.577 0.596 -0.088 -0.25
C 20.023602 24.072862 -7.264380 0.627 1.242 -0.356 -0.09
C 20.418255 25.307871 -8.077191 0.968 0.652 0.138 -0.14
C 19.819645 25.107630 -9.454798 -0.560 0.313 -0.663 -0.13
C 19.003521 23.830134 -9.380581 0.156 -0.478 -0.054 -0.08
C 20.890014 22.297296 -8.710314 0.255 0.552 0.764 0.03
H 16.255168 18.150166 -7.708085 -0.083 -0.250 -0.318 0.09
H 17.851232 18.130552 -8.488946 0.040 -0.024 0.396 0.06
H 16.540411 18.747451 -9.382207 -0.396 0.337 0.152 0.07
H 17.489053 19.780751 -6.662459 0.464 0.255 -0.043 0.12
H 16.356111 20.691707 -7.562610 -0.338 -0.364 -0.226 0.12
H 17.849478 21.200063 -9.374479 0.086 0.093 -0.049 0.11
H 19.123399 20.230694 -8.679704 0.157 0.118 0.121 0.10
H 19.247175 21.768671 -6.686735 -0.040 -0.442 -0.102 0.15
H 17.872026 22.638291 -7.167260 -0.211 0.104 -0.549 0.14
H 20.863701 23.799731 -6.630733 -0.397 -0.569 0.243 0.14
H 19.137047 24.375435 -6.712912 -0.045 -0.606 0.267 0.14
H 21.490823 25.483986 -8.187971 0.036 -0.668 0.167 0.08
H 20.157365 26.217256 -7.532386 -0.680 -0.110 -0.203 0.13
H 20.576699 25.001744 -10.232580 0.096 -0.161 0.100 0.10
H 19.197639 25.937534 -9.794372 -0.097 -0.051 0.148 0.13
H 19.024312 23.286244 -10.323219 0.025 -0.274 0.098 0.09
H 17.969995 23.970898 -9.064352 0.048 0.156 0.113 0.12
H 21.335462 21.892416 -7.800451 -0.050 -0.324 -0.115 0.12
H 21.577684 23.053378 -9.080927 -0.101 -0.124 -0.341 0.09
H 20.681150 21.550548 -9.462629 -0.078 0.164 -0.153 0.07
C 17.615239 15.085279 -11.921055 -0.256 -0.803 0.652 -0.09
C 18.136637 16.003664 -10.832787 0.095 0.668 0.215 -0.25
C 19.609962 16.370430 -10.988869 0.149 0.158 0.568 -0.19
C 19.883191 17.383048 -12.079311 0.017 -0.625 -0.477 -0.12
N 21.271154 17.974515 -12.047546 0.705 1.072 -0.777 -0.25
C 21.535650 18.564000 -13.471246 -0.927 -0.742 0.717 -0.08
C 22.059892 17.396542 -14.286669 0.404 -0.194 -0.159 -0.14
C 22.590690 16.365431 -13.275598 -0.386 -0.039 0.376 -0.12
C 22.367954 16.951372 -11.888975 -0.152 0.382 0.309 -0.09
C 21.289212 19.152503 -11.067719 -0.198 -1.819 -1.342 0.06
H 17.869510 15.316704 -12.953165 -0.098 0.433 0.036 0.06
H 16.538843 14.965198 -11.792657 -0.029 0.092 -0.373 0.09
H 18.022472 14.086605 -11.736985 0.052 0.016 -0.085 0.09
H 18.000380 15.554476 -9.846211 0.164 -0.423 -0.174 0.12
H 17.563316 16.927497 -10.688478 -0.083 0.060 -0.590 0.09
H 20.186187 15.459066 -11.162770 0.003 0.014 0.100 0.12
H 19.930842 16.815290 -10.039339 0.157 -0.212 0.023 0.11
H 19.165706 18.204090 -12.027130 0.176 0.154 -0.042 0.14
H 19.803571 16.922123 -13.066989 -0.224 -0.029 0.072 0.13
H 22.227860 19.400025 -13.422166 -0.057 0.042 0.322 0.12
H 20.534580 18.909973 -13.722293 0.280 0.464 -0.530 0.11
H 22.875019 17.694679 -14.945164 -0.157 0.223 -0.052 0.10
H 21.316623 16.899068 -14.907844 -0.186 0.324 -0.028 0.11
H 23.656373 16.195082 -13.397304 -0.117 -0.467 -0.148 0.13
H 21.988102 15.465343 -13.382441 0.489 -0.304 -0.006 0.12
H 23.262115 17.469152 -11.542988 -0.117 0.196 0.016 0.14
H 22.080301 16.240337 -11.120488 0.098 -0.046 -0.060 0.12
H 20.856691 18.729119 -10.166482 0.150 0.581 0.356 0.10
H 20.652073 19.851189 -11.602830 0.023 0.682 0.676 0.08
H 22.328806 19.452876 -10.997569 -0.116 0.322 0.322 0.11
```
Forces are in eV/Å.

Computed properties:
ΔE to the lowest compared entry with this formula, charge and spin, kJ/mol: 0.0
Orbital gap, eV: 9.03
Charge: +3
Highest occupied orbital energy, eV: -14.40
Electronic energy, eV: -91069.2903